No. 1
49
Properties=species:S:1:pos:R:3:mulliken_spin:R:1 method="wB97M-V/def2-TZVPD" s2=3.77 homo_energy_ha="-0.2848 / -0.2851" spin_multiplicity=4 e_lumo_ha="-0.0207 / 0.0142" e_above_lowest_kcal_mol=34.37
Mn 0.08 -2.99 1.49 2.947
Cl -1.26 -1.46 0.53 0.020
Cl 1.54 -2.23 2.98 0.050
H 1.07 -3.66 -1.07 0.000
H 0.35 -3.39 -1.07 0.008
P 0.10 2.23 -0.53 0.000
C -1.57 2.84 -1.12 -0.001
C 0.66 3.63 0.58 0.000
C 1.09 2.53 -2.10 0.000
C -2.66 2.07 -0.36 0.003
H -1.59 2.51 -2.18 0.000
C -1.85 4.34 -1.10 0.000
H -1.88 4.74 -0.08 0.000
H -2.84 4.52 -1.54 0.000
H -1.13 4.93 -1.69 0.000
H -2.47 0.99 -0.39 -0.001
H -3.64 2.27 -0.81 0.000
H -2.71 2.38 0.69 0.000
H 0.43 2.10 -2.87 0.000
C 2.37 1.69 -2.05 0.000
C 1.37 3.98 -2.49 0.000
H 0.46 4.53 -2.74 0.000
H 2.00 3.98 -3.39 0.000
H 1.91 4.53 -1.71 0.000
H 2.15 0.65 -1.78 0.000
H 3.09 2.09 -1.32 0.000
H 2.85 1.70 -3.04 0.000
C -0.16 3.62 1.87 0.000
H 0.46 4.57 0.03 0.000
C 2.15 3.55 0.90 0.000
H -1.22 3.84 1.71 0.000
H 0.23 4.38 2.56 0.000
H -0.08 2.64 2.37 0.000
H 2.42 2.55 1.27 0.000
H 2.39 4.27 1.70 0.000
H 2.80 3.79 0.05 0.000
C -0.18 -7.22 0.53 -0.001
C -1.27 -7.20 1.60 0.001
C -1.40 -5.75 2.03 0.001
O -0.24 -5.03 1.46 -0.039
C 0.68 -6.02 0.87 0.001
H 0.39 -8.16 0.54 0.000
H -0.62 -7.10 -0.47 0.000
H -0.97 -7.81 2.46 0.000
H -2.22 -7.60 1.23 0.000
H -2.31 -5.28 1.64 0.003
H -1.35 -5.65 3.13 0.001
H 1.41 -6.30 1.65 -0.001
H 1.18 -5.58 0.01 0.010

=====

No. 2
13
Properties=species:S:1:pos:R:3:nbo_charge:R:1 method="wB97M-V/def2-TZVPD" homo_energy_ha=-0.3735 spin_multiplicity=1 e_lumo_ha=0.0209 e_above_lowest_kcal_mol=41.01
N -1.32 -1.31 -0.81 -0.829
C -1.62 -0.27 -1.37 0.893
O -1.83 0.78 -1.85 -0.483
C 0.46 1.94 -0.01 -0.395
C 1.13 0.96 0.58 -0.403
O 0.51 -2.03 1.47 -0.952
H -0.08 -1.62 0.82 0.485
H -1.79 -2.18 -0.97 0.429
H -0.45 2.35 0.42 0.196
H 0.78 2.38 -0.95 0.196
H 2.05 0.57 0.14 0.188
H 0.81 0.51 1.51 0.212
H 1.35 -2.08 1.02 0.463

=====

No. 3
105
Properties=species:S:1:pos:R:3:lowdin_charge:R:1 method="wB97M-V/def2-TZVPD" homo_energy_ha=-0.3312 spin_multiplicity=1 e_lumo_ha=-0.0379
C 1.01 5.46 0.42 -0.134
C 1.97 4.53 -0.53 -0.251
C 1.21 3.98 -1.89 -0.204
C -0.17 3.14 -1.61 -0.207
C -0.31 1.77 -2.56 -0.191
C 0.73 0.65 -2.07 -0.161
C 0.25 -0.49 -1.00 -0.160
C -1.12 -0.33 -0.19 -0.159
C -2.06 -1.70 -0.49 -0.039
C -2.60 -1.72 -2.07 -0.254
O -2.51 -2.95 -2.66 -0.053
O -3.17 -0.56 -2.77 -0.007
C -1.15 0.18 1.34 -0.328
C -1.98 -0.81 2.41 -0.165
S -1.55 -0.43 4.22 0.820
O -1.65 1.07 4.59 -0.392
O -0.20 -1.09 4.68 -0.428
C -2.00 1.62 1.45 -0.187
O -1.54 2.73 2.04 0.046
N -3.44 1.73 0.89 0.115
C -4.34 2.40 1.94 -0.174
O -4.57 1.86 3.16 0.013
F -4.95 3.73 1.58 -0.022
O 0.09 0.41 2.05 -0.336
S 1.29 1.24 1.23 1.057
O 2.10 2.08 2.29 -0.390
O 2.29 0.06 0.59 -0.314
C 1.61 -1.01 -0.18 -0.388
C 1.39 -2.25 0.83 -0.076
C 2.42 -2.21 2.15 -0.238
C 3.99 -2.40 1.77 -0.591
Br 5.19 -1.90 3.32 0.530
N 2.60 -1.21 -1.32 -0.023
C 2.98 -2.58 -1.67 -0.235
C 1.81 -3.53 -2.39 -0.179
C 2.36 -5.10 -2.44 -0.222
C 1.33 -6.15 -1.66 -0.130
H 0.90 6.55 -0.02 0.080
H -0.01 4.93 0.64 0.064
H 1.56 5.58 1.46 0.087
H 2.86 5.22 -0.91 0.102
H 2.46 3.68 0.11 0.090
H 1.08 4.89 -2.61 0.118
H 1.99 3.25 -2.42 0.090
H -1.07 3.85 -1.96 0.115
H -0.38 2.92 -0.47 0.070
H -1.43 1.43 -2.68 0.091
H 0.03 2.14 -3.64 0.126
H 1.15 0.13 -3.06 0.136
H 1.68 1.24 -1.64 0.108
H 0.09 -1.45 -1.72 0.144
H -1.82 0.47 -0.76 0.133
H -3.10 -1.64 0.09 0.138
H -1.49 -2.69 -0.23 0.130
H -3.15 -0.82 -3.76 0.153
H -1.67 -1.95 2.26 0.130
H -3.13 -0.62 2.30 0.122
H -2.55 -1.09 4.99 0.099
H -3.44 2.34 0.03 0.140
H 1.38 -3.33 0.39 0.120
H 0.31 -2.15 1.35 0.107
H 2.19 -1.28 2.84 0.114
H 2.10 -3.16 2.80 0.126
H 4.21 -1.74 0.80 0.074
H 4.18 -3.53 1.45 0.082
H 3.35 -0.49 -1.34 0.135
H 3.86 -2.54 -2.48 0.149
H 3.42 -3.27 -0.80 0.101
H 1.64 -3.13 -3.48 0.117
H 0.85 -3.50 -1.72 0.073
H 2.51 -5.50 -3.53 0.101
H 3.43 -5.13 -1.93 0.107
H 0.36 -5.63 -1.28 0.070
H 1.01 -7.04 -2.37 0.076
H 1.89 -6.68 -0.74 0.071
C 6.35 4.30 -4.16 -0.139
C 5.65 5.03 -3.06 -0.136
O 4.51 4.23 -2.80 0.042
C 4.81 2.97 -3.22 -0.505
O 4.12 1.99 -3.00 0.122
O 5.98 2.95 -3.92 0.069
H 7.44 4.41 -4.11 0.139
H 6.00 4.59 -5.15 0.137
H 6.26 5.10 -2.15 0.140
H 5.36 6.04 -3.36 0.139
C -8.20 4.76 1.99 -0.148
C -8.33 5.97 2.86 -0.140
O -9.19 6.81 2.11 0.063
C -9.90 6.01 1.27 -0.516
O -10.85 6.39 0.61 0.132
O -9.42 4.73 1.28 0.062
H -8.07 3.84 2.57 0.138
H -7.37 4.85 1.27 0.124
H -8.81 5.74 3.82 0.137
H -7.37 6.46 3.04 0.138
C 0.28 -8.29 3.01 -0.140
C -0.14 -7.72 1.70 -0.140
O 0.90 -6.80 1.40 0.016
C 2.00 -7.21 2.09 -0.519
O 3.12 -6.75 1.93 0.131
O 1.69 -8.20 2.97 0.069
H -0.04 -9.33 3.13 0.139
H -0.09 -7.71 3.86 0.137
H -0.18 -8.47 0.90 0.139
H -1.10 -7.21 1.75 0.138

=====

No. 4
33
Properties=species:S:1:pos:R:3:nbo_charge:R:1 method="wB97M-V/def2-TZVPD" homo_energy_ha=-0.3529 spin_multiplicity=1 e_lumo_ha=-0.0283
C -2.65 0.99 -0.29 -0.671
C -3.13 -0.45 -0.70 0.067
Cl -1.91 -1.50 -1.50 -0.016
C -4.42 -0.93 -0.48 -0.445
Cl -4.76 -2.62 -1.06 0.006
P -5.78 0.05 0.38 0.778
Cl -5.09 0.26 2.38 -0.281
Br -5.92 2.12 -0.61 -0.192
H -2.42 1.53 -1.25 0.252
H -3.36 1.54 0.38 0.250
H -1.69 0.86 0.29 0.249
C 2.26 2.28 1.44 -0.099
C 2.36 2.07 -0.06 -0.105
O 1.14 2.58 -0.59 -0.684
S 0.64 3.81 0.33 2.523
O 1.05 5.03 -0.30 -0.888
O -0.71 3.57 0.72 -0.899
O 1.61 3.55 1.59 -0.682
H 1.64 1.52 1.91 0.200
H 3.24 2.30 1.92 0.214
H 2.49 1.02 -0.32 0.225
H 3.19 2.65 -0.48 0.188
C 1.67 -3.88 0.18 -0.102
C 1.41 -3.32 -1.21 -0.103
O 1.70 -1.92 -1.10 -0.676
S 2.89 -1.72 -0.02 2.523
O 4.12 -1.60 -0.73 -0.880
O 2.46 -0.75 0.94 -0.908
O 2.83 -3.18 0.65 -0.675
H 0.84 -3.67 0.86 0.197
H 1.85 -4.96 0.16 0.217
H 0.38 -3.47 -1.52 0.221
H 2.08 -3.75 -1.95 0.196

=====

No. 5
80
Properties=species:S:1:pos:R:3:lowdin_charge:R:1 method="wB97M-V/def2-TZVPD" homo_energy_ha=-0.2973 charge=+1 spin_multiplicity=1 e_lumo_ha=-0.1875
C -5.13 -0.14 4.25 0.010
N -3.76 0.29 3.92 -0.125
C -3.61 1.69 3.51 -0.016
C -2.79 -0.61 3.84 0.028
C -1.38 -0.38 4.05 -0.164
C -0.85 0.82 4.60 0.020
C 0.51 0.94 4.87 0.028
C 1.37 -0.12 4.61 -0.085
C 2.85 0.09 4.76 -0.505
F 3.53 -1.07 4.99 0.133
F 3.38 0.63 3.61 0.133
F 3.14 0.96 5.77 0.128
C 0.88 -1.33 4.10 0.030
C -0.48 -1.46 3.85 0.019
H -5.80 0.70 4.08 0.100
H -5.42 -1.01 3.63 0.109
H -5.21 -0.46 5.31 0.114
H -4.55 2.00 3.04 0.088
H -3.42 2.35 4.38 0.110
H -2.78 1.80 2.80 0.108
H -3.14 -1.66 3.79 0.157
H -1.49 1.66 4.85 0.106
H 0.91 1.86 5.30 0.140
H 1.57 -2.15 3.92 0.138
H -0.88 -2.41 3.51 0.128
C -0.90 -3.23 -3.66 -0.030
O -1.40 -1.91 -3.93 -0.150
C -1.82 -1.04 -2.98 -0.226
C -2.64 -1.52 -1.87 -0.193
C -2.32 -1.23 -0.52 -0.021
C -3.15 -1.71 0.49 -0.091
C -4.35 -2.35 0.19 -0.096
C -4.68 -2.61 -1.15 -0.075
C -3.79 -2.28 -2.16 -0.031
C -1.56 0.27 -3.30 -0.109
N -1.98 1.39 -2.66 -0.021
C -3.09 1.59 -1.81 -0.198
C -2.95 2.48 -0.74 -0.016
C -3.96 2.57 0.21 -0.110
C -5.14 1.81 0.06 -0.108
C -5.34 1.08 -1.11 -0.074
C -4.32 0.96 -2.05 -0.012
N -1.26 2.49 -3.04 0.176
C -0.46 2.08 -4.00 -0.200
C 0.44 2.98 -4.71 -0.146
C 0.84 2.84 -6.06 -0.018
C 1.66 3.80 -6.66 -0.073
C 2.09 4.91 -5.92 -0.076
C 1.68 5.07 -4.58 -0.073
C 0.83 4.13 -4.01 -0.031
N -0.62 0.72 -4.24 0.115
C 0.23 -0.05 -5.09 -0.242
C -0.29 -0.74 -6.18 -0.023
C 0.56 -1.51 -6.99 -0.069
C 1.93 -1.57 -6.71 -0.081
C 2.44 -0.88 -5.60 -0.064
C 1.58 -0.12 -4.80 -0.013
H -0.53 -3.60 -4.63 0.091
H -0.05 -3.17 -2.95 0.099
H -1.70 -3.88 -3.29 0.083
H -1.44 -0.62 -0.31 0.124
H -2.84 -1.54 1.53 0.061
H -5.03 -2.64 0.99 0.092
H -5.63 -3.08 -1.41 0.111
H -4.02 -2.50 -3.21 0.132
H -2.03 3.06 -0.62 0.112
H -3.83 3.22 1.08 0.091
H -5.89 1.79 0.86 0.092
H -6.29 0.57 -1.28 0.113
H -4.44 0.35 -2.94 0.127
H 0.50 1.99 -6.65 0.110
H 1.96 3.69 -7.70 0.109
H 2.73 5.67 -6.39 0.108
H 2.02 5.93 -4.00 0.105
H 0.44 4.27 -3.00 0.107
H -1.36 -0.68 -6.41 0.128
H 0.14 -2.08 -7.82 0.109
H 2.59 -2.16 -7.34 0.106
H 3.49 -0.94 -5.34 0.106
H 1.96 0.42 -3.93 0.127

=====

No. 6
6
Properties=species:S:1:pos:R:3:nbo_charge:R:1 method="wB97M-V/def2-TZVPD" homo_energy_ha="-0.3588 / -0.3589" spin_multiplicity=1 e_lumo_ha="-0.1230 / -0.1230" e_above_lowest_kcal_mol=62.08
N -0.85 -0.18 -1.79 -1.110
O -0.47 1.61 0.06 -0.983
P -0.14 0.34 -0.48 1.824
S 1.70 -0.19 1.67 0.000
Cl 0.18 -0.71 2.94 -0.134
H -0.42 -0.87 -2.41 0.403

=====

No. 7
15
Properties=species:S:1:pos:R:3:nbo_charge:R:1 method="wB97M-V/def2-TZVPD" homo_energy_ha=-0.3333 spin_multiplicity=1 e_lumo_ha=0.0345 e_above_lowest_kcal_mol=49.52
O 1.38 0.42 -1.26 -0.682
C 0.44 -0.49 -0.87 0.287
C 0.42 0.91 1.69 -0.446
C -0.81 1.01 1.21 0.109
O -1.07 1.24 -0.13 -0.549
C 0.72 -1.78 -0.68 -0.492
C -0.97 0.01 -0.85 -0.134
H 0.96 1.29 -1.20 0.485
H 0.58 0.57 2.71 0.213
H 1.29 1.09 1.06 0.213
H -1.70 0.85 1.82 0.178
H -0.05 -2.44 -0.29 0.207
H 1.70 -2.18 -0.91 0.213
H -1.26 0.23 -1.88 0.207
H -1.64 -0.74 -0.43 0.192